Here is a molecular structure, C24H37F6N3O7RhS5Si at a distorted geometry from the Open Molecules 2025 dataset. Energies are from ωB97M-V/def2-TZVPD.

- Net charge: -1
- Multiplicity: 5
- Kohn-Sham gap (alpha / beta): 6.279 / 6.480 eV
- ΔE to the lowest compared entry with this formula, charge and spin: 0.0 kcal per mole
- LUMO energy (alpha / beta): 1.86 / 1.06 eV

CARTESIAN COORDINATES (ANGSTROEM)
Rh1 1.331 1.607 0.867
F1 -2.468 1.388 1.986
C1 -2.515 2.528 2.719
F2 -2.802 3.547 1.853
F3 -3.614 2.436 3.502
S1 -0.984 2.970 3.603
O1 0.057 3.021 2.557
O2 -1.278 4.196 4.328
N1 -0.871 1.800 4.712
S2 0.046 0.456 4.745
O3 0.559 0.030 3.458
O4 0.870 0.486 5.932
C2 -1.227 -0.838 5.120
F4 -2.197 -0.820 4.134
F5 -0.700 -2.074 5.136
F6 -1.826 -0.640 6.309
C3 3.331 3.025 -2.844
C4 2.350 2.629 -1.750
S3 2.612 1.176 -0.955
C5 1.197 3.484 -1.541
C6 1.030 4.719 -2.421
S4 -0.004 3.214 -0.418
H1 4.181 2.314 -2.878
H2 3.738 4.057 -2.739
H3 2.814 2.951 -3.829
H4 1.987 5.174 -2.767
H5 0.464 5.511 -1.888
H6 0.421 4.483 -3.326
C7 -0.627 0.884 -4.388
C8 -1.474 0.244 -3.335
C9 -2.315 1.261 -2.615
C10 -2.276 -0.882 -3.943
O5 -0.485 -0.273 -2.375
Si1 -0.606 -1.317 -1.143
S5 0.302 -0.598 0.629
O6 0.003 -2.790 -1.553
C11 1.281 -3.354 -1.923
C12 1.175 -3.767 -3.371
C13 1.456 -4.591 -1.030
C14 2.340 -2.292 -1.757
O7 -2.235 -1.492 -0.934
C15 -3.129 -2.433 -0.273
C16 -3.178 -3.731 -1.058
C17 -2.656 -2.617 1.178
C18 -4.473 -1.717 -0.354
H7 -1.232 1.358 -5.176
H8 0.010 0.173 -4.921
H9 0.007 1.681 -3.987
H10 -3.078 1.736 -3.267
H11 -1.681 2.059 -2.188
H12 -2.835 0.783 -1.756
H13 -2.932 -0.505 -4.775
H14 -2.923 -1.399 -3.219
H15 -1.582 -1.623 -4.349
H16 0.257 -4.369 -3.525
H17 2.024 -4.344 -3.733
H18 1.051 -2.925 -4.061
H19 0.547 -5.214 -1.134
H20 1.503 -4.333 0.031
H21 2.337 -5.163 -1.337
H22 2.085 -1.413 -2.374
H23 3.363 -2.605 -2.090
H24 2.434 -1.830 -0.765
H25 -2.180 -4.224 -1.054
H26 -3.491 -3.543 -2.101
H27 -3.917 -4.473 -0.703
H28 -1.648 -3.023 1.255
H29 -3.342 -3.314 1.694
H30 -2.672 -1.666 1.716
H31 -4.564 -1.282 -1.377
H32 -4.528 -0.867 0.347
H33 -5.357 -2.356 -0.162
N2 3.047 3.874 6.576
C19 3.234 3.139 5.689
C20 3.428 2.320 4.563
C21 4.440 1.364 4.565
C22 4.422 0.392 3.574
C23 3.394 0.435 2.630
N3 2.535 1.459 2.510
C24 2.613 2.433 3.442
H34 5.236 1.446 5.308
H35 5.087 -0.475 3.574
H36 3.283 -0.404 1.939
H37 2.019 3.332 3.284

Forces on atoms 1 to 3 (eV/Å):
-2.9 -0.8 -0.6
0.6 1.0 0.9
-2.3 0.1 -1.8

***

Here is C24H37FN2O2 in the gas phase from the Open Molecules 2025 dataset. Energies are from ωB97M-V/def2-TZVPD.

- SMILES: Cc1cc(C(=O)N(C)CCCCCCNC(=O)C[C@H]2CCCC[C@@H]2C)ccc1F
- Kohn-Sham gap: 9.695 eV
- ΔE to the lowest compared entry with this formula, charge and spin: 1.9 kcal per mole
- LUMO energy: 0.62 eV

CARTESIAN COORDINATES (ANGSTROEM)
C1 2.249 1.895 -4.159
C2 2.118 2.145 -2.683
C3 2.954 1.549 -1.747
C4 2.816 1.797 -0.384
C5 3.776 1.233 0.626
O1 4.329 1.981 1.416
N1 4.065 -0.103 0.580
C6 5.070 -0.583 1.512
C7 3.144 -1.119 0.081
C8 2.283 -1.745 1.177
C9 1.495 -0.704 1.961
C10 0.416 -1.306 2.850
C11 -0.386 -0.237 3.587
C12 -1.743 -0.730 4.085
N2 -2.614 -1.107 2.981
C13 -3.162 -0.171 2.163
O2 -3.101 1.022 2.408
C14 -3.816 -0.686 0.897
C15 -2.988 -0.291 -0.334
C16 -1.541 -0.769 -0.196
C17 -0.686 -0.381 -1.396
C18 -1.296 -0.911 -2.688
C19 -2.735 -0.425 -2.834
C20 -3.610 -0.812 -1.638
C21 -5.036 -0.310 -1.850
C22 1.838 2.678 0.057
C23 0.980 3.276 -0.852
C24 1.139 2.995 -2.193
F1 0.294 3.569 -3.077
H1 1.360 1.398 -4.552
H2 2.362 2.831 -4.706
H3 3.114 1.267 -4.367
H4 3.740 0.886 -2.091
H5 5.857 0.158 1.614
H6 4.649 -0.765 2.505
H7 5.488 -1.514 1.130
H8 2.492 -0.668 -0.662
H9 3.730 -1.891 -0.424
H10 1.589 -2.438 0.689
H11 2.894 -2.349 1.853
H12 2.175 -0.089 2.561
H13 1.013 -0.019 1.255
H14 -0.258 -1.888 2.212
H15 0.853 -2.013 3.564
H16 0.192 0.159 4.426
H17 -0.576 0.608 2.919
H18 -1.632 -1.601 4.734
H19 -2.238 0.055 4.656
H20 -2.629 -2.064 2.676
H21 -3.933 -1.775 0.925
H22 -4.808 -0.240 0.844
H23 -2.979 0.805 -0.377
H24 -1.104 -0.352 0.714
H25 -1.536 -1.862 -0.080
H26 -0.618 0.710 -1.447
H27 0.336 -0.750 -1.267
H28 -0.703 -0.598 -3.551
H29 -1.282 -2.006 -2.674
H30 -2.741 0.667 -2.933
H31 -3.180 -0.823 -3.750
H32 -3.631 -1.909 -1.577
H33 -5.067 0.782 -1.807
H34 -5.407 -0.614 -2.831
H35 -5.730 -0.696 -1.104
H36 1.758 2.897 1.114
H37 0.197 3.953 -0.539

Forces on atoms 1 to 3 (eV/Å):
0.0 0.0 0.0
0.0 0.0 -0.1
-0.1 0.0 0.1

***

Here is a molecular structure, C24H37N8O3S4Ti from the Open Molecules 2025 dataset. Energies are from ωB97M-V/def2-TZVPD.

- Net charge: +2
- Multiplicity: 2
- Kohn-Sham gap (alpha / beta): 7.580 / 7.977 eV
- ΔE to the lowest compared entry with this formula, charge and spin: 11.7 kcal per mole
- LUMO energy (alpha / beta): -5.29 / -4.89 eV

CARTESIAN COORDINATES (ANGSTROEM)
Ti1 -0.722 0.096 -1.250
C1 -0.594 1.830 -3.908
C2 -1.881 2.226 -3.198
N1 -2.420 1.119 -2.370
C3 -3.367 0.226 -3.080
C4 -2.674 -0.678 -4.080
S1 -1.271 -1.537 -3.293
C5 0.107 -1.123 -4.405
C6 1.014 -0.028 -3.851
N2 0.267 0.972 -3.056
H1 -0.051 2.728 -4.206
H2 -0.812 1.289 -4.825
H3 -2.622 2.542 -3.936
H4 -1.696 3.069 -2.536
H5 -2.958 1.544 -1.615
H6 -4.138 0.815 -3.583
H7 -3.862 -0.380 -2.323
H8 -2.315 -0.133 -4.950
H9 -3.374 -1.431 -4.437
H10 -0.328 -0.863 -5.369
H11 0.681 -2.036 -4.544
H12 1.540 0.459 -4.677
H13 1.760 -0.475 -3.199
H14 0.972 1.559 -2.605
O1 -0.362 2.070 -0.590
C7 -0.995 2.891 0.432
C8 0.010 3.535 1.356
C9 0.992 2.581 2.036
C10 0.334 1.510 2.868
C11 0.509 1.473 4.246
C12 -0.112 0.481 4.987
C13 -0.897 -0.450 4.326
C14 -1.014 -0.343 2.949
N3 -0.414 0.599 2.223
H15 0.625 2.165 -0.591
H16 -1.674 2.245 0.981
H17 -1.567 3.655 -0.098
H18 -0.561 4.069 2.121
H19 0.567 4.304 0.815
H20 1.645 3.182 2.668
H21 1.646 2.103 1.304
H22 1.123 2.221 4.730
H23 0.015 0.438 6.061
H24 -1.403 -1.244 4.860
H25 -1.610 -1.056 2.385
N4 3.767 -4.711 3.692
C15 3.115 -4.079 2.694
C16 1.905 -3.398 2.942
C17 1.251 -2.748 1.928
C18 1.780 -2.758 0.637
C19 2.969 -3.448 0.369
C20 3.631 -4.091 1.382
S2 0.995 -1.952 -0.659
O2 1.409 -2.543 -1.899
O3 -0.478 -1.853 -0.414
N5 1.213 -0.349 -0.657
C21 2.390 0.340 -0.780
S3 3.973 -0.300 -0.568
C22 4.628 1.270 -0.843
C23 3.634 2.154 -1.065
N6 2.357 1.631 -1.033
H26 3.381 -4.758 4.617
H27 4.599 -5.243 3.512
H28 1.490 -3.399 3.942
H29 0.320 -2.238 2.124
H30 3.356 -3.485 -0.641
H31 4.547 -4.628 1.174
H32 5.690 1.445 -0.828
H33 3.770 3.207 -1.261
N7 -4.398 0.818 2.470
C24 -4.009 -0.229 1.749
N8 -4.184 -1.451 2.253
S4 -3.351 -0.025 0.195
H34 -4.907 0.720 3.334
H35 -4.309 1.736 2.071
H36 -4.653 -1.610 3.131
H37 -3.997 -2.244 1.661

Forces on atoms 1 to 3 (eV/Å):
-0.7 0.0 0.2
0.0 0.0 0.0
0.0 0.0 0.0

***

Here is 4 unconnected molecules or ions with the total composition C24H38BClF3N2O6 at a distorted geometry from the Open Molecules 2025 dataset. Energies are from ωB97M-V/def2-TZVPD.

- Net charge: +1
- Kohn-Sham gap: 5.537 eV
- LUMO energy: -5.45 eV

CARTESIAN COORDINATES (ANGSTROEM)
C1 3.910 5.451 1.169
C2 4.175 4.787 -0.096
N1 3.127 4.114 -0.916
C3 3.049 2.661 -0.759
C4 1.990 1.808 -1.503
B1 1.891 0.169 -1.278
N2 2.342 -0.734 -2.394
O1 1.360 -0.325 -0.024
C5 0.994 2.543 -2.444
C6 -0.187 1.800 -3.250
O2 0.019 1.210 -4.325
O3 -1.499 1.802 -2.647
C7 -2.269 2.922 -3.168
Cl1 -3.432 2.412 -4.525
C8 -3.039 3.752 -2.012
C9 -3.573 5.186 -2.565
C10 1.146 4.095 -2.573
C11 2.253 4.875 -1.775
C12 2.275 6.456 -1.961
F1 1.435 7.034 -0.981
F2 1.645 6.732 -3.224
F3 3.558 7.029 -2.040
H1 4.447 5.018 2.096
H2 3.214 6.353 1.258
H3 5.259 4.837 -0.462
H4 3.805 2.154 -0.059
H5 1.751 -0.564 -3.237
H6 3.311 -0.415 -2.600
H7 1.834 -1.174 0.171
H8 -1.497 3.658 -3.622
H9 -2.378 3.953 -1.099
H10 -3.993 3.186 -1.680
H11 -2.741 5.574 -3.276
H12 -3.729 5.952 -1.736
H13 -4.529 4.988 -3.179
H14 0.387 4.623 -3.258
C13 1.195 -5.841 -0.430
C14 0.354 -5.538 -1.649
C15 0.516 -4.037 -1.780
O4 1.817 -3.713 -1.267
C16 2.342 -4.863 -0.587
H15 1.526 -6.879 -0.372
H16 0.629 -5.610 0.477
H17 0.779 -6.038 -2.526
H18 -0.688 -5.847 -1.552
H19 -0.225 -3.503 -1.175
H20 0.434 -3.694 -2.814
H21 3.141 -5.283 -1.208
H22 2.770 -4.560 0.372
C17 -3.092 -5.706 3.341
C18 -3.060 -4.426 2.537
C19 -1.645 -4.430 1.994
O5 -1.264 -5.804 1.837
C20 -2.234 -6.629 2.499
H23 -4.098 -6.095 3.508
H24 -2.622 -5.544 4.316
H25 -3.777 -4.488 1.711
H26 -3.289 -3.533 3.121
H27 -0.947 -3.967 2.700
H28 -1.562 -3.914 1.033
H29 -2.829 -7.131 1.728
H30 -1.725 -7.389 3.095
C21 -0.969 1.825 3.340
C22 0.083 0.928 2.729
C23 0.166 -0.197 3.741
O6 -1.134 -0.319 4.332
C24 -1.921 0.819 3.956
H31 -1.456 2.487 2.621
H32 -0.520 2.444 4.125
H33 -0.272 0.541 1.769
H34 1.042 1.424 2.563
H35 0.877 0.039 4.541
H36 0.455 -1.148 3.288
H37 -2.668 0.483 3.229
H38 -2.440 1.213 4.832

Forces on atoms 1 to 3 (eV/Å):
0.1 -1.3 -2.2
0.6 1.2 3.1
-1.5 0.4 -1.8

***

Here is a molecular structure, C24H38ClGaNO14 at a distorted geometry from the Open Molecules 2025 dataset. Energies are from ωB97M-V/def2-TZVPD.

- Net charge: -1
- Kohn-Sham gap: 7.530 eV
- LUMO energy: 2.42 eV

CARTESIAN COORDINATES (ANGSTROEM)
O1 3.321 -1.332 1.527
N1 3.600 -0.353 0.836
O2 2.745 -0.474 -0.228
C1 2.449 0.959 -0.557
Ga1 1.630 2.006 1.025
Cl1 0.961 4.077 0.283
C2 0.194 0.983 2.106
C3 -0.778 0.003 1.222
C4 -1.119 0.540 -0.289
O3 -0.562 0.093 -1.417
O4 -2.180 1.578 -0.401
H1 1.868 1.035 -1.570
H2 3.522 1.441 -0.764
H3 2.855 2.286 2.062
H4 0.686 0.348 2.988
H5 -0.495 1.780 2.664
H6 -0.403 -1.128 1.169
H7 -1.820 -0.057 1.800
H8 -1.812 2.415 -0.838
O5 -0.966 2.796 4.399
C5 0.081 2.692 5.017
O6 1.068 1.798 4.713
C6 2.093 1.878 5.703
C7 1.940 3.242 6.324
C8 0.455 3.481 6.234
H9 1.941 1.071 6.429
H10 3.072 1.751 5.232
H11 2.332 3.297 7.343
H12 2.470 3.986 5.718
H13 -0.076 3.076 7.100
H14 0.227 4.542 6.102
O7 0.106 -6.509 -1.713
C9 0.434 -5.357 -1.482
O8 0.026 -4.279 -2.215
C10 0.686 -3.109 -1.733
C11 1.103 -3.438 -0.324
C12 1.371 -4.920 -0.397
H15 1.543 -2.899 -2.382
H16 0.000 -2.258 -1.767
H17 1.961 -2.855 0.019
H18 0.269 -3.249 0.363
H19 2.399 -5.133 -0.704
H20 1.138 -5.417 0.548
O9 2.810 4.657 2.630
C13 3.893 4.879 2.114
O10 4.533 4.020 1.268
C14 5.817 4.551 0.945
C15 5.712 6.031 1.202
C16 4.732 6.099 2.346
H21 6.565 4.070 1.585
H22 6.054 4.334 -0.101
H23 6.675 6.499 1.422
H24 5.286 6.531 0.324
H25 5.232 6.010 3.315
H26 4.128 7.008 2.304
O11 -6.201 -6.236 -3.185
C17 -5.107 -5.827 -2.834
O12 -4.236 -6.530 -2.052
C18 -3.109 -5.708 -1.749
C19 -3.080 -4.660 -2.831
C20 -4.542 -4.475 -3.151
H27 -3.250 -5.275 -0.754
H28 -2.200 -6.316 -1.746
H29 -2.580 -3.738 -2.523
H30 -2.557 -5.051 -3.712
H31 -5.010 -3.731 -2.502
H32 -4.693 -4.222 -4.203
O13 -6.198 -2.031 -3.727
C21 -5.363 -1.267 -4.182
O14 -4.017 -1.392 -3.985
C22 -3.354 -0.269 -4.565
C23 -4.311 0.270 -5.596
C24 -5.657 -0.040 -4.991
H33 -3.141 0.458 -3.774
H34 -2.410 -0.591 -5.014
H35 -4.161 1.332 -5.808
H36 -4.195 -0.283 -6.536
H37 -5.996 0.756 -4.322
H38 -6.405 -0.245 -5.760

Forces on atoms 1 to 3 (eV/Å):
2.2 2.2 -0.3
-2.5 -4.6 1.1
0.2 2.7 -0.4

***

Here is 3 unconnected molecules or ions with the total composition C24H38IN3O7 at a distorted geometry from the Open Molecules 2025 dataset. Energies are from ωB97M-V/def2-TZVPD.

- SMILES: Nc1cccc2c1C(=O)C=C(CC(=O)I)C2=O.COCCNCCOC.COCCNCCOC
- Kohn-Sham gap: 7.042 eV
- LUMO energy: -1.52 eV

CARTESIAN COORDINATES (ANGSTROEM)
N1 4.549 -3.571 0.506
C1 4.301 -3.318 -0.933
C2 5.254 -2.493 -1.848
C3 5.001 -2.265 -3.357
C4 3.714 -2.870 -4.041
C5 2.764 -3.655 -3.116
C6 3.016 -3.906 -1.582
C7 1.906 -4.742 -0.764
O1 2.192 -5.505 0.201
C8 0.389 -4.479 -1.257
C9 0.161 -4.250 -2.653
C10 -1.331 -3.939 -3.149
C11 -1.745 -2.403 -2.799
O2 -2.874 -1.932 -3.084
I1 -0.341 -1.012 -1.798
C12 1.394 -4.277 -3.698
O3 1.299 -4.765 -4.858
H1 4.478 -4.594 0.692
H2 3.735 -3.169 1.007
H3 6.189 -2.020 -1.388
H4 5.701 -1.674 -4.051
H5 3.491 -2.738 -5.161
H6 -0.438 -4.449 -0.478
H7 -2.123 -4.634 -2.711
H8 -1.299 -3.994 -4.300
C13 -3.967 0.146 -1.056
O4 -3.525 1.466 -0.770
C14 -3.174 2.207 -1.939
C15 -4.169 3.344 -2.172
N2 -5.474 2.829 -2.589
C16 -6.534 3.840 -2.578
C17 -6.917 4.448 -1.219
O5 -7.525 3.524 -0.325
C18 -6.613 2.759 0.448
H9 -4.071 -0.387 -0.108
H10 -4.943 0.161 -1.548
H11 -3.240 -0.386 -1.677
H12 -3.086 1.564 -2.822
H13 -2.188 2.642 -1.750
H14 -3.780 4.010 -2.950
H15 -4.248 3.913 -1.239
H16 -5.746 2.076 -1.967
H17 -7.426 3.357 -2.992
H18 -6.265 4.645 -3.270
H19 -7.676 5.214 -1.413
H20 -6.083 4.969 -0.739
H21 -5.693 3.305 0.671
H22 -6.383 1.820 -0.059
H23 -7.098 2.503 1.393
C19 3.654 1.098 6.434
O6 2.486 1.331 5.662
C20 2.517 2.571 4.954
C21 2.612 2.326 3.447
N3 3.926 1.798 3.078
C22 3.993 1.304 1.701
C23 3.117 0.093 1.341
O7 3.500 -1.111 1.995
C24 2.942 -1.286 3.290
H24 3.482 0.211 7.047
H25 4.514 0.903 5.788
H26 3.864 1.943 7.096
H27 3.323 3.225 5.304
H28 1.569 3.076 5.164
H29 2.441 3.269 2.918
H30 1.814 1.628 3.174
H31 4.163 1.036 3.703
H32 5.038 1.025 1.523
H33 3.768 2.128 1.016
H34 3.256 -0.096 0.271
H35 2.049 0.290 1.474
H36 1.952 -0.831 3.384
H37 3.616 -0.887 4.049
H38 2.846 -2.358 3.478

Forces on atoms 1 to 3 (eV/Å):
-0.7 0.0 -1.4
-1.4 -0.4 -3.2
-2.1 -0.9 -1.4